[1]
Formula: C5H27N2O7
Source: OMol25
Level of theory: wB97M-V/def2-TZVPD

The calculation puts the calculated total energy at -22927.461 eV. The net charge is +1. The energy above the lowest of the compared OMol25 structures with the same formula, charge and spin is 107.1 kcal/mol. The value obtained for the maximum force is 3.25 eV Å⁻¹. The HOMO energy is -12.12 eV. The gap between HOMO and LUMO comes out at 9.28 eV. Its spin multiplicity is 1.

Geometry (Å):
O -1.00991 0.26283 -3.34472
O -2.83788 2.67717 0.10422
O 0.56238 -3.73530 -0.67447
O 3.64913 -0.01425 -1.39185
O 1.65703 1.16147 -3.13452
O -1.30538 -0.74382 -1.13313
O -2.02128 -3.01189 1.00919
N 0.21138 1.19338 1.41747
N 0.66710 -1.63588 0.78124
C 0.05633 0.20730 2.47367
C -2.06200 1.61759 0.65653
C -0.87351 2.11438 1.44935
C 1.53787 1.71651 1.02866
C 0.94886 -1.03059 2.15399
H 0.61758 -1.80842 2.84779
H 1.98672 -0.77855 2.20549
H 0.11190 0.56000 3.53278
H -1.88739 0.85180 -0.10459
H -0.25621 -1.49725 0.28761
H -0.60976 3.19189 1.36539
H -2.71893 1.07773 1.32631
H -0.71672 -0.36692 -4.00781
H 0.10604 -3.33564 -1.42214
H 2.32498 0.97080 0.97647
H 1.29393 -1.26375 0.01810
H 1.20969 -4.36382 -0.99809
H 1.21767 1.72735 -2.50893
H -2.82370 -3.03785 0.49315
H -2.05608 -0.78093 -1.72076
H -1.60062 0.82611 -3.88317
H -1.90272 -2.16296 1.43198
H 1.37917 2.09857 0.01172
H -0.99269 -0.02391 2.48125
H -0.93611 0.14339 -1.04933
H 1.26597 1.10048 -3.99983
H -1.24452 2.37246 2.53446
H -2.32566 3.24845 -0.49247
H 3.42937 0.09861 -2.31598
H 3.31346 0.62210 -0.76717
H 0.69034 -2.72159 0.69871
H 1.94418 2.47290 1.66344

[2]
Formula: C3H6O4
Source: OMol25
Level of theory: wB97M-V/def2-TZVPD

The calculation puts the calculated total energy at -11396.617 eV. The energy above the lowest of the compared OMol25 structures with the same formula, charge and spin is 47.9 kcal/mol. The value obtained for the maximum force is 3.47 eV Å⁻¹. The HOMO energy is -8.67 eV. The gap between HOMO and LUMO comes out at 9.32 eV. Its spin multiplicity is 1.

Geometry (Å):
O -1.31372 -1.05000 0.18594
O -1.34517 0.47828 -1.75795
O 2.08957 0.20651 1.14622
O 1.20590 -1.41232 -0.14113
C -1.05272 1.08463 -0.61263
C -0.99413 0.28944 0.49081
C 1.58686 -0.26329 0.01175
H -0.87552 2.15224 -0.60721
H 1.77977 0.43111 -0.81218
H -0.43095 -1.52424 0.07036
H -1.51896 -0.57288 -1.34517
H -1.09822 0.62360 1.51195
H 1.96729 -0.44309 1.85925

[3]
Formula: C27H72N9NaO14
Source: OMol25
Level of theory: wB97M-V/def2-TZVPD

The calculation puts the calculated total energy at -75653.515 eV. The energy above the lowest of the compared OMol25 structures with the same formula, charge and spin is 0.0 kcal/mol. The value obtained for the maximum force is 2.06 eV Å⁻¹. The HOMO energy is -8.06 eV. The gap between HOMO and LUMO comes out at 7.67 eV. Its spin multiplicity is 1.

Geometry (Å):
Na 4.44458 0.69826 -30.78624
O 6.60314 -0.01446 -32.22674
O 6.40783 1.53993 -29.13924
O 4.61248 3.09480 -36.26454
O 10.20272 -2.12901 -36.44599
O 7.82496 0.50667 -33.93096
O 9.60179 -4.79361 -29.46121
O 11.27468 3.39659 -29.86055
O 12.82034 -5.64528 -36.87207
O 4.47971 2.88862 -32.04205
O 8.91016 1.98017 -36.28434
O 5.62422 -1.38015 -38.66806
O 8.52292 -0.93048 -32.44198
O 12.79497 4.14691 -34.34837
O 4.27634 -3.96282 -29.18248
N 9.43751 -2.53578 -29.50540
N 9.27241 -3.63264 -31.45730
N 4.24779 -0.08098 -36.34814
N 6.68440 3.08570 -32.58596
N 13.07020 -2.70473 -36.42028
N 4.97249 -1.21342 -29.24125
N 5.40877 4.95005 -32.38614
N 11.53898 2.41336 -32.52031
N 7.66620 -0.13553 -32.88072
C 5.64551 -2.21975 -30.11572
C 13.19866 -6.68094 -37.75319
C 10.93448 2.07591 -30.24641
C 13.84947 -5.05422 -36.12846
C 5.62506 -3.58010 -29.37913
C 13.40328 -3.76936 -35.46901
C 12.50033 -1.50156 -35.90839
C 11.47460 3.59352 -28.47614
C 10.38744 2.07853 -31.68170
C 11.06960 -1.63993 -35.41268
C 3.78647 2.24046 -35.49888
C 5.28682 -1.11558 -36.28301
C 5.30659 -2.05421 -37.47183
C 9.16625 1.28628 -37.46302
C 5.45592 3.58072 -32.35534
C 5.83342 -0.61973 -28.21888
C 4.58687 0.95581 -35.34421
C 6.96297 0.30710 -28.71311
C 11.24760 2.33835 -33.93786
C 12.43557 2.82648 -34.75743
C 7.37448 2.57951 -29.31416
C 4.09462 -4.91330 -28.12899
C 8.86404 -1.97956 -36.01552
C 5.46427 -2.21050 -39.79236
C 4.28309 4.47201 -36.10023
C 12.24969 5.15214 -35.17817
C 9.48881 -3.75903 -30.11164
H 11.09357 1.31210 -34.29192
H 12.19467 2.70910 -35.81608
H 4.99766 5.08628 -36.64221
H 10.03646 0.63483 -37.32178
H 6.74842 2.08572 -32.74015
H 7.41194 3.72459 -32.83825
H 3.18177 -5.43387 -28.42375
H 4.48170 -2.69110 -39.86002
H 8.51633 1.40479 -35.62297
H 4.31640 -2.52060 -37.55382
H 8.28180 -2.47166 -36.79217
H 10.19933 1.65765 -29.54550
H 4.39189 4.76694 -35.05125
H 6.20895 5.54670 -32.42256
H 14.28126 -5.68187 -35.33704
H 13.57330 -7.53521 -37.18238
H 6.16198 -3.49146 -28.43271
H 13.26928 2.16334 -34.52253
H 4.47194 0.44175 -34.38639
H 8.28084 0.77583 -37.86222
H 12.47764 -3.12573 -37.12434
H 6.06066 -4.32664 -30.05014
H 8.95911 -2.74101 -31.79498
H 10.70074 3.10445 -27.87921
H 4.96366 -5.56825 -28.11132
H 11.93569 3.32422 -32.32836
H 9.63724 2.85741 -31.89377
H 12.33755 -6.91633 -38.37165
H 5.60375 -1.72109 -40.75359
H 12.42096 -0.76425 -36.71454
H 10.71016 -0.67053 -35.04418
H 4.13127 -1.63328 -28.86833
H 9.01081 -4.44709 -31.98535
H 12.34203 4.94321 -36.24933
H 11.19272 5.32826 -34.96676
H 11.40042 4.66875 -28.31618
H 12.82557 6.07233 -35.07738
H 6.27569 -1.40435 -27.59383
H 3.82060 -4.46830 -27.16951
H 4.48634 0.31989 -37.25752
H 8.00903 2.62003 -28.42677
H 5.07288 -2.32317 -31.03596
H 8.01339 2.42919 -30.18569
H 6.03156 -2.86171 -37.31867
H 6.30218 -0.70548 -36.19584
H 5.08973 -1.68543 -35.36939
H 7.50347 -0.25141 -29.48473
H 14.01740 -6.36305 -38.40841
H 12.47826 3.29027 -28.16886
H 8.58376 -0.93102 -35.89094
H 4.46696 5.30109 -32.44264
H 5.64884 1.19015 -35.44939
H 9.94928 1.17699 -32.11355
H 8.74399 -2.42532 -35.02064
H 3.68450 2.59975 -34.46353
H 13.05596 -0.98760 -35.12009
H 6.65897 -1.89066 -30.31875
H 7.69902 0.43779 -27.91452
H 9.38958 1.98162 -38.27859
H 10.87403 -2.32273 -34.57551
H 14.74494 -4.86281 -36.73449
H 6.17144 -3.04634 -39.74351
H 3.24663 4.62530 -36.40482
H 9.53800 -2.49152 -28.50755
H 6.81213 3.49617 -29.47358
H 9.39207 -1.70264 -30.06584
H 2.73434 2.14493 -35.78375
H 12.52325 -3.89553 -34.82410
H 5.27216 0.01050 -27.52506
H 11.83060 1.46461 -30.11581
H 10.31477 2.81584 -34.27158
H 14.18189 -3.48941 -34.75417

[4]
Formula: C39H35BIrN6O2PS2
Source: OMol25
Level of theory: wB97M-V/def2-TZVPD

The calculation puts the calculated total energy at -88515.181 eV. The net charge is +1. The energy above the lowest of the compared OMol25 structures with the same formula, charge and spin is 36.7 kcal/mol. The value obtained for the maximum force is 0.25 eV Å⁻¹. The expectation value of S² is 0.7542. The HOMO energy (spin up / spin down) is -10.49 / -10.66 eV. The gap between HOMO and LUMO (spin up / spin down) comes out at 6.88 / 7.03 eV. Its spin multiplicity is 2.

Geometry (Å):
Ir -0.36217 -1.39168 2.51690
S 0.25716 -4.01671 0.69780
S -2.34151 -1.97493 1.54008
P -0.94362 1.40867 -0.75960
O -1.17180 -3.81609 0.56522
O 0.73640 -5.30060 1.10804
N -1.34331 -0.02439 3.60634
N -3.21549 -0.41544 1.54378
N 1.48027 -0.83879 3.25376
N -3.49788 -0.56173 -0.74989
N 0.77117 -2.84110 1.72020
N -1.36048 0.15237 0.12067
C -2.81962 2.45360 -2.54175
C 1.42952 -2.03243 -2.58007
C -4.65744 0.09779 -0.60750
C 2.90686 -2.58571 -4.53994
C 3.53387 1.01322 -1.57940
C -4.42565 0.05070 1.73021
C 1.61836 0.58521 -0.19622
C 2.23875 -2.95393 -3.24551
C 2.97857 0.46898 -0.42850
C -2.53413 -0.48083 0.30072
C -1.57237 5.35131 1.44198
C 1.73951 0.19071 4.03381
C 4.85455 -2.22065 2.67487
C 2.39980 -4.22076 -2.69314
C -0.69094 4.15358 -0.44507
C -1.86515 2.97385 1.30705
C -0.88880 5.34490 0.22951
C -5.11144 0.54779 0.61148
C 3.84062 -1.36285 3.15776
C -1.18578 2.96447 0.09411
C 4.50776 -3.29386 1.90604
C 1.36599 1.78690 -2.27398
C -1.82209 1.50707 -2.33138
C -3.35479 1.42049 -4.64785
C 3.16474 -3.56528 1.56846
C -1.59056 0.51625 -3.28964
C -2.05901 4.17122 1.98240
C 0.80645 1.24099 -1.12077
C 3.04529 0.52057 4.42544
C 1.78999 -4.56013 -1.49429
C 2.73031 1.67143 -2.49990
C 2.15416 -2.73407 1.99233
C -2.07425 0.74898 4.05677
C 4.08695 -0.24737 3.98925
C -2.35585 0.47311 -4.44287
C -3.58330 2.40959 -3.70273
C 0.99678 -3.62243 -0.85321
C 0.79914 -2.36016 -1.39392
C 2.50617 -1.62793 2.80777
B -3.14359 1.79334 4.54131
H -3.94872 1.38957 -5.55172
H 5.88559 -2.02520 2.93801
H 0.17836 -1.63955 -0.87155
H 0.74142 2.28890 -3.00379
H -2.55766 2.75656 4.97302
H -3.00042 3.22578 -1.80405
H 1.17337 0.14143 0.68629
H -2.16995 -0.29110 -5.18596
H 2.26176 -2.83007 -5.38643
H -2.22869 2.04960 1.73666
H 5.10496 -0.01751 4.27816
H -2.58203 4.16387 2.92919
H 5.27235 -3.96994 1.54758
H 1.92376 -5.53964 -1.05514
H 3.19999 1.37480 5.06805
H 3.60322 -0.05844 0.28244
H 3.02216 -4.94911 -3.19822
H 4.59639 0.91971 -1.76250
H -4.35307 3.15165 -3.86801
H -4.86002 -0.01960 2.72092
H -0.50710 6.26884 -0.18384
H -0.15071 4.14938 -1.38481
H -1.71937 6.28460 1.96941
H 3.11983 -1.51758 -4.58327
H -5.24540 0.21165 -1.50960
H -3.83946 1.25740 5.36774
H -0.81334 -0.22350 -3.12966
H 3.84087 -3.13004 -4.67216
H 1.32323 -1.03321 -2.98877
H 3.16393 2.09251 -3.39730
H 0.88998 0.77507 4.35935
H -6.04918 1.06924 0.70149
H 2.94513 -4.45096 0.99514
H -3.77419 2.06717 3.53060
H -3.21510 -0.90948 -1.65423

[5]
Formula: C3H6OS2
Source: OMol25
Level of theory: wB97M-V/def2-TZVPD

The calculation puts the calculated total energy at -26922.648 eV. The energy above the lowest of the compared OMol25 structures with the same formula, charge and spin is 87.5 kcal/mol. The value obtained for the maximum force is 0.79 eV Å⁻¹. The HOMO energy is -7.25 eV. The gap between HOMO and LUMO comes out at 7.73 eV. Its spin multiplicity is 1.

Geometry (Å):
S 2.54899 0.02346 -0.19833
S -0.21905 1.57049 0.01790
O -1.22191 -0.84668 0.19432
C 0.15212 -1.13266 -0.03094
C 0.99989 -0.03244 0.59638
C -1.53673 0.32975 -0.42128
H -0.57577 1.74955 1.29315
H 3.15557 0.73016 0.75808
H -2.50784 0.68573 -0.08386
H 0.32018 -1.29729 -1.10922
H -1.48648 0.27888 -1.51905
H 0.37102 -2.05895 0.50286